[1]
Below is C29H34CsN3O8 as an isolated structure in a non-equilibrium geometry, with properties calculated with wB97M-V/def2-TZVPD.

```
75
Properties=species:S:1:pos:R:3:lowdin_charge:R:1
Cs -0.1049 0.5766 0.9086 1.364
O 4.3673 0.7223 1.8779 -0.032
C 3.2395 0.2302 1.7491 -0.691
O 2.4549 0.3224 0.7684 -0.322
C 2.7244 -0.6530 2.9386 -0.107
C 1.9270 -1.8835 2.4895 -0.278
C 1.9108 -2.9379 3.6073 -0.106
C 0.8820 -2.3266 4.5906 -0.108
C 0.5334 -1.0155 3.8748 -0.296
O 0.5553 -1.4386 2.4981 -0.295
C 1.7135 -0.0371 3.9986 -0.106
C 1.3172 1.4712 3.9039 -0.691
O 1.9913 2.2617 4.5747 -0.028
O 0.3261 1.7250 3.1669 -0.325
H 3.6210 -0.9706 3.4748 0.132
H 2.1704 -2.2406 1.4914 0.155
H 2.8994 -3.0743 4.0475 0.106
H 1.5639 -3.9006 3.2267 0.103
H 1.2861 -2.1541 5.5889 0.107
H 0.0003 -2.9654 4.6780 0.093
H -0.4384 -0.5731 4.0839 0.116
H 2.1680 -0.1439 4.9862 0.133
C -2.3429 -0.2926 -4.0657 -0.040
N -3.1450 -1.5000 -4.0507 -0.078
C -4.5088 -1.2870 -3.5934 -0.172
C -5.3241 -2.5497 -3.7568 -0.148
C -4.6070 -3.6745 -3.0413 -0.176
N -3.2411 -3.7894 -3.5371 -0.086
C -2.5341 -4.9594 -3.0689 -0.057
C -2.4816 -2.6897 -3.8736 -0.489
O -1.2787 -2.7864 -4.0908 0.026
H -2.8442 0.4566 -4.6840 0.080
H -1.3620 -0.5029 -4.4790 0.080
H -2.2408 0.1204 -3.0532 0.100
H -4.9373 -0.4694 -4.1826 0.120
H -4.5076 -0.9890 -2.5452 0.087
H -5.4418 -2.7906 -4.8180 0.111
H -6.3159 -2.4016 -3.3246 0.114
H -5.1070 -4.6301 -3.2369 0.114
H -4.6027 -3.4850 -1.9625 0.104
H -3.0068 -5.8606 -3.4716 0.078
H -2.5552 -5.0159 -1.9748 0.094
H -1.5009 -4.9085 -3.3975 0.078
C -3.1345 0.0451 4.1522 -0.031
C -3.7574 -1.1253 3.4476 -0.212
C -3.1419 -2.3684 3.5016 -0.043
C -3.6735 -3.4489 2.8126 -0.084
C -4.8019 -3.2794 2.0384 -0.044
C -5.4290 -2.0362 1.9714 -0.235
N -6.5918 -1.8982 1.1897 0.089
C -6.7683 -0.8716 0.2322 -0.228
C -8.0766 -0.5332 -0.1133 -0.049
C -8.3358 0.4894 -1.0108 -0.120
C -7.2797 1.2289 -1.5280 -0.109
C -5.9804 0.8999 -1.1713 -0.039
C -5.7004 -0.1773 -0.3373 -0.092
C -4.2417 -0.6344 -0.1886 -0.682
O -4.0613 -1.8119 -0.5814 -0.022
O -3.4172 0.1850 0.2443 -0.054
C -4.9409 -0.9608 2.7106 -0.167
C -5.6509 0.3625 2.7127 -0.023
H -2.2184 -0.2505 4.6601 0.059
H -3.7957 0.4821 4.9049 0.076
H -2.8817 0.8391 3.4454 0.097
H -2.2222 -2.4784 4.0642 0.091
H -3.1748 -4.4099 2.8455 0.095
H -5.1747 -4.0883 1.4204 0.104
H -6.9809 -2.7822 0.9003 0.127
H -8.8867 -1.0744 0.3639 0.101
H -9.3583 0.7322 -1.2756 0.086
H -7.4661 2.0537 -2.2054 0.088
H -5.1407 1.4648 -1.5591 0.118
H -6.7061 0.2441 2.4629 0.078
H -5.2007 1.0456 1.9862 0.091
H -5.5848 0.8309 3.6945 0.070
```

Output
Charge   -2
HOMO-LUMO gap   6.65 eV
Energy relative to the best compared isomer or geometry (same formula, charge and spin)   122.7 kJ/mol

[2]
Below is C29H34N2O5 as an isolated structure in a non-equilibrium geometry, with properties calculated with wB97M-V/def2-TZVPD.

```
70
Properties=species:S:1:pos:R:3:lowdin_charge:R:1
C -4.6058 -5.4393 1.2268 -0.092
C -3.4582 -5.7844 0.0816 -0.190
C -2.0603 -5.8290 0.6789 -0.337
O -1.7059 -4.7585 1.2813 0.012
C -1.2814 -3.8836 0.3836 -0.237
C -1.0256 -2.6259 1.2795 0.024
C -0.5727 -1.5685 0.7231 0.042
C -0.3517 -1.4482 -0.9489 -0.161
C -0.7049 -2.6025 -1.6061 0.045
C -1.0987 -3.7858 -0.8532 -0.022
H -1.4289 -4.4248 -1.3969 0.026
H -0.6245 -2.5771 -2.6839 0.122
C 0.2330 -0.4380 -1.6636 -0.030
N -0.5214 1.0436 -1.2464 0.029
C 0.1555 1.8915 -0.7533 -0.347
O -0.2998 2.9684 -0.1562 -0.037
C 1.5616 1.1537 -0.3967 -0.145
C 1.5344 0.0367 -0.9419 -0.031
C 2.8764 -0.6175 -1.0864 -0.352
O 2.8352 -1.7913 -1.3924 0.105
C 3.8350 -0.0208 -0.4464 -0.144
C 5.0206 -0.5227 -0.1042 0.055
C 6.2001 0.1192 0.4067 -0.147
C 5.9624 1.3394 1.0721 -0.218
C 4.7861 2.0675 0.5724 0.079
C 3.7985 1.2845 0.1841 -0.179
O 2.5426 1.7543 0.1540 0.161
H 4.6627 3.0427 1.1949 0.170
C 7.0831 1.9582 1.6779 -0.038
H 6.8875 2.9320 1.9990 0.066
H 7.5415 1.5215 2.3590 -0.005
H 7.9591 2.1004 0.7445 0.198
C 7.5686 -0.6337 0.4490 -0.004
H 8.2781 -0.2082 -0.0971 0.043
H 7.8127 -0.8630 1.4700 0.099
H 7.5364 -1.4506 -0.0019 -0.013
H 5.2703 -1.5968 -0.8617 0.219
C -1.8757 1.1887 -1.5285 -0.224
C -2.9837 0.5021 -0.9733 -0.135
C -3.2774 1.2679 0.4609 -0.384
N -3.6611 2.3805 0.3353 -0.231
C -5.3285 2.5279 0.4829 0.022
C -5.8056 3.7954 -0.1223 -0.230
O -5.2379 4.6991 0.7137 -0.140
C -3.8833 4.8948 0.5730 -0.111
C -3.0502 3.4142 1.0465 -0.080
H -2.0390 3.3940 0.9904 0.035
H -3.3344 3.1355 2.1531 0.146
H -3.4211 5.7092 1.2247 0.137
H -3.5670 5.1340 -0.3239 0.047
H -6.7680 3.9361 -0.1040 0.064
H -5.3977 4.0836 -1.2476 0.192
H -5.3959 1.7688 -0.5466 0.179
H -5.4791 2.1318 1.3621 0.056
H -3.6700 0.4401 1.1327 0.128
H -2.1458 1.3449 1.0565 0.187
H -3.9182 0.4503 -1.6268 0.126
H -2.7889 -0.5853 -0.7930 0.101
H -1.8704 0.9306 -2.8157 0.195
H -1.9168 2.2320 -1.4582 0.099
H 0.2989 -0.5315 -2.7157 0.151
H -0.1750 -0.5557 1.1971 0.150
H -1.0462 -2.5198 2.2346 0.055
H -2.4088 -6.6697 1.6346 0.198
H -1.4744 -6.3934 0.0020 0.115
H -3.5537 -5.0590 -0.6325 0.049
H -3.8585 -6.8136 -0.3555 0.149
H -4.3191 -4.4073 1.7927 0.117
H -4.8731 -6.3246 1.9401 0.092
H -5.5777 -5.2241 1.0873 -0.020
```

Output
Charge   0
HOMO-LUMO gap   7.18 eV
Energy relative to the best compared isomer or geometry (same formula, charge and spin)   2290.2 kJ/mol

[3]
Below is one molecule with the formula C29H34N4O2S, with properties calculated with wB97M-V/def2-TZVPD.

```
70
Properties=species:S:1:pos:R:3:lowdin_charge:R:1
C 6.2655 -1.0232 -3.1363 0.003
C 5.0682 -0.2294 -2.6600 -0.508
O 4.3071 0.3419 -3.4076 0.067
N 4.9565 -0.2410 -1.2993 0.100
C 3.9883 0.3516 -0.4914 -0.220
C 2.9985 1.1845 -1.0017 0.051
C 2.0460 1.7485 -0.1631 -0.113
C 0.9631 2.6500 -0.6585 -0.450
O 0.4258 3.4652 0.0709 0.051
N 0.6423 2.5081 -1.9643 0.076
C -0.5143 3.1530 -2.5328 -0.156
C -1.6246 2.1329 -2.8237 -0.182
N -1.7957 1.2094 -1.7198 -0.168
C -2.5726 0.0422 -2.0971 -0.172
C -2.5602 -0.9667 -0.9416 -0.162
N -3.0358 -0.4388 0.3163 -0.164
C -4.4581 -0.5390 0.5900 -0.147
C -5.3956 0.2841 -0.2646 -0.222
C -5.9216 -0.2340 -1.4423 -0.065
C -6.7471 0.5321 -2.2466 -0.085
C -7.0646 1.8289 -1.8797 -0.092
C -6.5621 2.3493 -0.6992 -0.083
C -5.7372 1.5804 0.1029 -0.063
C -2.3852 0.8199 0.6095 -0.151
C -2.3939 1.8261 -0.5459 -0.156
C 2.0960 1.4964 1.2052 -0.010
C 3.0788 0.6804 1.7260 -0.085
C 4.0137 0.0947 0.8866 -0.447
S 5.2940 -0.9424 1.5694 1.025
C 4.3709 -1.9713 2.6877 -0.527
C 4.9939 -2.3927 3.8529 -0.104
C 4.3207 -3.2267 4.7253 -0.044
C 3.0239 -3.6467 4.4551 -0.280
C 2.2831 -4.5240 5.4165 -0.052
C 2.4192 -3.2181 3.2785 -0.035
C 3.0843 -2.3951 2.3906 -0.091
H 6.3177 -0.9765 -4.2200 0.084
H 7.1792 -0.6102 -2.7141 0.085
H 6.1756 -2.0620 -2.8256 0.085
H 5.6324 -0.7935 -0.7839 0.075
H 3.0139 1.3956 -2.0578 0.101
H 1.0056 1.7169 -2.4715 0.136
H -0.2372 3.6579 -3.4639 0.120
H -0.8426 3.9036 -1.8118 0.114
H -1.3362 1.5419 -3.6990 0.117
H -2.5560 2.6739 -3.0716 0.127
H -2.1104 -0.4200 -2.9743 0.120
H -3.6100 0.3159 -2.3569 0.111
H -3.1475 -1.8470 -1.2095 0.116
H -1.5202 -1.2770 -0.7825 0.121
H -4.7201 -1.5978 0.4891 0.122
H -4.5919 -0.2578 1.6397 0.122
H -5.6828 -1.2483 -1.7319 0.112
H -7.1447 0.1156 -3.1610 0.102
H -7.7066 2.4289 -2.5079 0.100
H -6.8141 3.3570 -0.4016 0.103
H -5.3530 1.9914 1.0262 0.113
H -2.8438 1.2653 1.4933 0.120
H -1.3378 0.5917 0.8415 0.120
H -1.7973 2.6878 -0.2477 0.104
H -3.4225 2.1646 -0.7604 0.114
H 1.3632 1.9599 1.8470 0.119
H 3.1234 0.4866 2.7876 0.117
H 5.9998 -2.0656 4.0690 0.102
H 4.8102 -3.5505 5.6322 0.112
H 2.9730 -5.0985 6.0298 0.076
H 1.6244 -5.2086 4.8869 0.078
H 1.6688 -3.9134 6.0791 0.085
H 1.4139 -3.5390 3.0469 0.115
H 2.6025 -2.0791 1.4770 0.113
```

Output
Charge   0
HOMO-LUMO gap   8.46 eV
Energy relative to the best compared isomer or geometry (same formula, charge and spin)   0.0 kJ/mol

no.,DFT total energy (Ha)
1,-1911.98356
2,-1610.33690
3,-1893.21042